No. 1
C31H40GeN6O8STi | wB97M-V/def2-TZVPD

```
88
Properties=species:S:1:pos:R:3:forces:R:3
Ge 1.345 -1.024 2.087 0.2131 -0.1469 0.2843
Ti -0.068 -0.159 0.098 -2.4080 0.0285 0.1312
S 1.545 4.604 -6.325 0.2594 0.1978 -0.3255
O 1.244 -1.566 -0.556 0.3954 -0.7182 -0.7748
O 4.156 -5.535 -1.184 0.1382 0.1984 -0.0739
O 1.366 5.836 -7.047 0.0249 -0.0154 0.0672
O 3.734 -6.869 -2.820 0.1048 0.0844 -0.1877
O 0.309 3.976 -5.872 0.1878 0.5593 -0.5295
O -0.870 -2.023 -0.594 0.2743 -0.0695 -0.0500
O 2.518 3.674 -6.870 -0.1339 0.0201 0.0962
O -0.397 0.286 -2.014 0.2310 -0.0222 -0.0773
N -2.100 -0.781 -3.054 -0.0776 -0.0758 0.0003
N 3.008 6.224 -4.620 -0.2277 -0.3201 -0.0550
N 3.478 -5.921 -2.111 -0.5006 -0.2799 0.3262
N 2.295 4.118 -3.810 -0.0567 0.3606 -0.7636
N 1.530 1.127 -0.307 0.8313 0.7938 -0.2115
N -1.259 1.202 -3.896 0.0246 0.0119 0.2833
C -0.268 -4.036 -2.675 -0.1652 -0.0869 -0.0354
C 1.309 -5.744 -3.283 0.0017 -0.0934 -0.1370
C 2.098 0.941 -1.518 0.1549 0.0533 0.2627
C -0.423 2.415 -3.917 -0.1104 -0.5607 0.3460
C 2.359 5.062 -4.760 0.2682 0.0498 0.5649
C 3.550 5.542 -2.391 0.1820 0.2335 0.1012
C 2.656 1.965 -2.235 0.1589 -0.1516 -0.1269
C 0.936 -2.954 2.230 -0.0587 -0.0658 -0.0688
C 0.312 -2.335 -0.941 0.0400 -0.1849 0.2581
C 3.591 6.443 -3.445 -0.0566 0.0486 -0.0790
C 2.172 -5.242 -2.329 0.2619 0.0047 -0.0319
C 6.112 -1.731 3.004 -0.0112 -0.0079 -0.0031
C -2.452 -0.170 0.779 0.1555 0.1768 0.1908
C 2.885 4.364 -2.655 -0.0973 -0.2290 0.2692
C 0.080 -5.128 -3.456 -0.0708 -0.0047 -0.0109
C 2.878 -4.022 3.492 -0.0298 -0.0049 -0.0203
C 5.486 -0.344 3.128 -0.0164 -0.0411 -0.0137
C 3.109 -5.277 2.654 0.0392 -0.0237 -0.0198
C -2.271 0.972 -0.019 0.1123 0.0660 0.1323
C 3.286 -0.743 1.881 0.0359 -0.0279 0.0194
C -1.320 1.803 0.606 -0.2048 0.0511 0.3004
C 1.408 -3.596 3.542 0.0322 -0.0285 -0.0872
C -0.899 1.166 1.792 -0.3704 0.2176 0.2003
C 2.661 3.244 -1.706 0.0874 0.1676 -0.0502
C 2.282 3.401 -0.381 -0.0563 0.1714 0.0866
C -1.600 -0.063 1.895 0.0033 0.1767 0.0290
C 0.629 -3.538 -1.742 0.0837 0.1376 0.0868
C 1.713 2.328 0.271 -0.0570 -0.1103 -0.0013
C 3.958 -0.378 3.210 0.0684 -0.0368 -0.1118
C -1.225 0.258 -2.956 0.1284 0.2203 -0.2276
C 1.870 -4.137 -1.567 0.0967 0.0814 0.0477
H -3.149 -0.970 0.599 0.1370 -0.1580 -0.1454
H -1.234 -3.562 -2.798 0.0585 -0.0071 -0.0002
H 3.589 0.598 3.540 -0.0196 -0.0220 -0.0099
H -1.035 2.785 0.269 0.1658 -0.0097 -0.1190
H -1.562 -0.730 2.740 0.1251 -0.1451 -0.0228
H 4.165 -5.556 2.643 -0.0625 0.0150 -0.0083
H 3.704 -1.666 1.467 0.0027 0.0562 -0.0077
H 1.610 -6.597 -3.875 -0.0329 0.0094 0.0294
H -2.142 -1.387 -2.252 -0.0033 -0.0440 0.0544
H 1.392 -3.464 1.375 -0.0535 0.0024 0.0644
H 2.054 -0.049 -1.928 -0.1011 -0.1438 -0.0513
H -1.052 3.300 -3.830 0.0176 -0.0554 -0.1030
H 5.823 -2.363 3.851 0.0253 0.0442 -0.0656
H 5.879 0.148 4.022 0.0144 -0.0075 -0.0057
H 1.259 -2.902 4.374 -0.0373 0.0091 -0.0103
H 0.258 2.379 -3.076 -0.0422 -0.0633 0.1003
H 0.792 -4.475 3.761 0.0493 0.0018 0.0210
H 5.786 0.274 2.274 -0.0063 -0.0024 0.0510
H 2.314 4.368 0.106 0.0165 -0.0715 -0.0129
H -2.913 -0.708 -3.640 0.0123 -0.0034 -0.0026
H 5.799 -2.237 2.087 0.0199 0.0297 0.0705
H 3.661 -1.090 3.991 0.0103 0.0461 -0.0218
H 4.031 5.747 -1.442 -0.0333 -0.0227 -0.0877
H 2.583 -3.755 -0.851 0.0026 0.0179 0.0137
H 3.002 1.799 -3.247 -0.0420 -0.0172 0.0495
H 4.112 7.389 -3.338 0.0016 -0.0193 -0.0250
H 3.238 -4.196 4.509 0.0046 -0.0201 -0.0017
H 2.543 -6.121 3.059 0.0304 0.0485 -0.0416
H 1.042 -0.508 3.526 -0.1541 0.1804 -0.0273
H -0.145 -3.062 2.107 -0.0281 -0.0437 0.0392
H 0.154 2.498 -4.838 -0.2648 -0.2090 0.2843
H 1.334 2.439 1.276 -0.0369 0.0129 0.0209
H -2.809 1.213 -0.920 0.1069 -0.0931 -0.1321
H 7.203 -1.673 2.989 -0.0497 -0.0027 -0.0078
H 3.465 0.042 1.143 0.0625 -0.0208 0.0108
H -0.610 -5.504 -4.200 0.0246 0.0059 0.0245
H -0.287 1.585 2.572 0.2087 -0.0438 -0.0313
H 2.803 -5.136 1.613 0.0144 -0.0231 0.0718
H 3.479 -3.202 3.089 -0.0074 -0.0394 0.0562
H -1.874 1.062 -4.680 -0.0217 0.0034 -0.0307
```
Positions in Å, forces in eV/Å.

Results
Max |F| in eV Å⁻¹: 2.412
Frontier orbital gap in eV: 6.38
Total charge: 0
E_tot in hartree: -5460.30802
Energy above the lowest of the compared OMol25 structures with the same formula, charge and spin in kJ/mol: 137.5

---

No. 2
C25H27BrFeN8O3 | wB97M-V/def2-TZVPD

```
65
Properties=species:S:1:pos:R:3:forces:R:3
Br -2.662 -1.247 -3.215 -0.0049 0.0146 0.0144
Fe 0.175 -0.353 0.934 0.0004 0.1636 0.0692
O -0.104 0.684 2.716 -0.3113 -0.0255 0.1299
O 1.320 -1.156 -0.887 0.1412 0.0028 0.1715
O -0.847 -1.175 -0.870 -0.0141 -0.0184 0.0812
N -1.300 1.101 0.252 -0.0004 -0.1758 -0.4668
N 2.249 -0.365 1.868 -0.1253 -0.2152 -0.3434
N -1.806 -0.982 1.669 0.0166 0.1191 0.1277
N 2.245 4.528 3.811 0.0336 -0.0315 -0.0014
N 1.244 1.344 0.026 -0.0542 -0.2002 -0.3332
N 0.774 1.533 3.196 0.1236 -0.2627 -0.4386
N 0.393 -2.450 1.575 0.1598 0.3068 -0.0147
N -1.706 3.650 1.995 0.0154 0.0025 -0.0403
C -0.872 -1.295 -3.839 -0.0608 0.0125 -0.0282
C -2.580 0.797 0.393 0.0265 -0.0077 0.1879
C -0.731 3.268 2.465 0.0753 -0.1660 0.0711
C 1.660 -1.359 -4.988 -0.0114 0.0155 0.0262
C 3.259 0.383 1.095 0.0581 0.0576 0.0502
C -0.902 1.944 -0.691 0.0309 -0.0003 0.0318
C 1.159 2.838 -1.939 -0.0065 0.0210 0.0719
C 0.227 -1.231 -1.519 0.0713 -0.1696 -0.0470
C -0.381 -2.538 2.822 0.0300 -0.1863 0.0191
C -4.221 -0.555 1.866 0.0111 -0.0453 -0.0990
C 1.472 3.738 3.500 -0.1658 -0.0068 -0.0194
C -2.833 -0.298 1.375 -0.0633 -0.0948 -0.0026
C 0.252 -1.313 -3.010 0.0503 0.0115 0.0401
C 2.685 1.157 -0.103 0.0434 0.1093 0.0891
C 1.824 -2.786 1.622 -0.0091 -0.2452 -0.0152
C -1.808 2.573 -1.528 -0.0375 0.1079 0.0393
C 0.583 2.037 -0.819 0.0828 0.1708 0.1613
C -0.730 -1.306 -5.219 0.0276 -0.0009 -0.0360
C -3.155 2.279 -1.375 -0.0300 -0.0095 0.0117
C 2.620 -1.714 2.335 0.0688 0.0659 0.0821
C -3.555 1.372 -0.407 -0.0114 0.0785 0.0502
C 0.494 2.781 3.053 0.0125 0.4340 0.2582
C -1.821 -2.177 2.495 -0.0352 0.0350 0.0125
C 0.531 -1.336 -5.793 -0.0235 -0.0073 0.0212
C 1.512 -1.347 -3.614 0.0230 0.0117 -0.0342
H 0.743 3.846 -1.936 -0.0109 -0.0087 -0.0302
H -4.593 1.093 -0.304 -0.0017 0.0392 0.0306
H 2.862 0.600 -1.022 -0.0107 -0.0103 -0.0083
H -1.614 -1.289 -5.841 0.0039 -0.0074 0.0003
H 2.003 -3.751 2.107 -0.0650 -0.0125 -0.0057
H 0.033 -1.820 3.531 -0.0334 0.0114 0.0108
H 2.378 -1.359 -2.968 0.0015 -0.0179 0.0047
H 2.240 2.908 -1.881 0.0050 0.0050 -0.0145
H 2.648 -1.381 -5.429 -0.0002 -0.0174 0.0041
H -1.480 3.268 -2.287 0.0103 -0.0252 -0.0151
H 3.749 1.089 1.768 0.0380 -0.0340 0.0145
H 0.625 -1.340 -6.871 -0.0034 -0.0051 0.0039
H 4.026 -0.300 0.732 -0.0364 -0.0370 0.0014
H -2.396 -2.062 3.415 -0.0172 0.0710 -0.0210
H 2.032 0.196 2.686 0.0478 0.0427 -0.0049
H -3.887 2.735 -2.026 0.0037 0.0105 0.0077
H -4.753 -1.188 1.151 -0.0056 0.0118 0.0072
H 3.680 -1.915 2.175 0.0209 0.0637 0.0713
H 3.206 2.112 -0.182 -0.0593 0.0351 0.0251
H 0.893 2.366 -2.889 -0.0117 0.0169 -0.0038
H -2.282 -2.982 1.913 -0.0163 -0.0234 0.0355
H 2.152 -2.855 0.586 0.0015 -0.0124 0.0076
H -4.774 0.377 1.969 0.0063 0.0012 0.0145
H -0.044 -3.007 0.846 -0.0969 0.0515 0.0115
H -4.212 -1.068 2.825 -0.0124 0.0062 0.0075
H -0.345 -3.533 3.276 0.0909 -0.0217 -0.0505
H 2.444 -1.762 3.411 0.0144 -0.0048 -0.0020
```
Positions in Å, forces in eV/Å.

Results
Max |F| in eV Å⁻¹: 0.526
Frontier orbital gap (alpha / beta) in eV: 8.27 / 7.74
Total charge: +1
Spin multiplicity: 6
⟨S²⟩: 8.76
E_tot in hartree: -5470.15674
Energy above the lowest of the compared OMol25 structures with the same formula, charge and spin in kJ/mol: 52.0

---

No. 3
C4H8N2O2 | wB97M-V/def2-TZVPD

```
16
Properties=species:S:1:pos:R:3:forces:R:3
O -1.125 2.163 0.131 -0.5665 2.2500 0.0203
O 1.548 0.047 -0.596 0.0011 0.5447 -0.7132
N 0.868 1.241 -0.454 2.9460 2.0785 -1.3583
N -0.812 -0.090 0.450 -0.6748 0.6401 -1.5772
C -1.225 -1.133 -0.511 0.3678 -1.2972 -0.3345
C 2.297 -0.306 0.531 -1.1135 -3.2870 1.9606
C -0.381 1.250 0.023 -0.7673 -3.5407 -0.0129
C -2.265 -0.338 0.168 2.7699 0.6186 -1.4584
H 1.390 2.050 -0.945 -1.7403 -1.6925 1.3931
H -0.989 -2.187 -0.291 0.0061 0.6496 0.5547
H 2.562 -1.434 0.254 -0.1230 2.5211 0.9782
H 3.134 0.288 0.878 0.5384 0.3942 -0.9953
H -2.714 0.306 -0.541 -0.6010 0.9852 -0.1134
H -1.187 -1.052 -1.621 0.2109 0.7497 0.8786
H 1.632 -0.306 1.472 0.5971 -0.3492 -1.4116
H -2.731 -0.499 1.051 -1.8507 -1.2651 2.1895
```
Positions in Å, forces in eV/Å.

Results
Max |F| in eV Å⁻¹: 3.986
Frontier orbital gap in eV: 10.50
Total charge: 0
E_tot in hartree: -417.07149
Energy above the lowest of the compared OMol25 structures with the same formula, charge and spin in kJ/mol: 484.3
SMILES: CONC(=O)N1CC1

---

No. 4
C5H13NO | wB97M-V/def2-TZVPD

```
20
Properties=species:S:1:pos:R:3:forces:R:3
O 0.760 -0.116 -5.424 -0.2473 0.3369 -0.3374
N -1.183 0.791 0.228 0.3439 0.1177 0.3903
C 0.788 -0.689 0.578 0.2997 0.3883 1.1102
C -2.057 0.000 1.065 -0.0926 -0.2941 -0.0247
C 1.029 1.705 0.070 -0.8161 0.3106 0.2132
C 0.782 -1.295 1.994 -0.9354 -0.3661 0.0265
C 0.197 0.700 0.395 0.8010 -0.4761 -1.2398
H 0.362 -1.387 -0.128 -0.1759 -0.1700 -0.3028
H 1.574 -2.028 2.102 0.3909 0.1731 0.0603
H 0.019 0.509 -5.368 0.4187 -0.4377 0.1936
H 2.092 1.610 -0.048 0.1723 -0.2917 0.2035
H -2.112 -1.019 0.692 -0.0915 -0.1839 -0.1494
H -3.057 0.427 1.012 0.0039 -0.0754 0.1619
H 1.842 -0.573 0.370 0.2273 0.0048 -0.4942
H -1.489 1.740 0.113 -0.0748 0.2157 -0.0043
H -1.723 -0.088 2.100 -0.1332 0.3148 0.1510
H 0.839 -0.553 -4.574 -0.1703 0.1070 0.1561
H 0.623 2.681 -0.171 -0.0334 0.0802 0.0372
H 0.828 -0.542 2.775 0.3939 0.1542 0.0205
H -0.113 -1.874 2.221 -0.2810 0.0917 -0.1717
```
Positions in Å, forces in eV/Å.

Results
Max |F| in eV Å⁻¹: 1.551
Frontier orbital gap in eV: 8.77
Total charge: 0
E_tot in hartree: -328.26272
Energy above the lowest of the compared OMol25 structures with the same formula, charge and spin in kJ/mol: 147.4
SMILES: C=C(CC)NC.O